DFT (ωB97M-V/def2-TZVPD) results for a structure of composition C24H20AsBrN4O4S10SbW.

Calculated values
2S+1 = 1
total energy = -286966.4847 eV
total charge = -1
energy above the lowest of the compared OMol25 structures with the same formula, charge and spin = 39.4 kcal per mole
largest force on an atom = 1.40 eV/A

CARTESIAN COORDINATES (ANGSTROEM)
W: -0.330 -1.164 0.373
S: -2.450 -2.622 0.056
As: -1.073 -3.957 -0.975
S: -0.291 -2.057 -1.852
S: -0.295 -2.767 2.094
S: 0.196 -4.370 0.891
C: -3.516 0.286 -2.299
O: -2.566 1.002 -1.530
C: -2.527 2.346 -1.646
C: -3.356 3.093 -2.455
C: -3.117 4.461 -2.588
Br: -4.251 5.472 -3.733
C: -2.084 5.085 -1.937
C: -1.267 4.331 -1.085
C: -1.484 2.970 -0.927
O: -0.700 2.132 -0.215
C: -0.103 4.974 -0.451
N: 0.688 5.824 -1.053
C: 1.632 6.162 -0.090
C: 2.706 7.049 -0.162
C: 3.474 7.226 0.969
C: 3.192 6.537 2.162
C: 2.136 5.651 2.252
C: 1.372 5.482 1.103
N: 0.255 4.711 0.847
H: -4.536 0.570 -2.023
H: -3.346 -0.762 -2.064
H: -3.362 0.464 -3.368
H: -4.167 2.628 -2.996
H: -1.880 6.137 -2.066
H: -0.022 2.609 0.273
H: 2.916 7.582 -1.081
H: 4.310 7.914 0.945
H: 3.818 6.704 3.029
H: 1.910 5.116 3.165
H: -0.308 4.232 1.562
O: 3.039 -2.889 2.298
C: 4.034 -2.731 1.404
C: 5.255 -3.323 1.734
C: 6.350 -3.191 0.906
C: 6.256 -2.462 -0.277
C: 5.049 -1.880 -0.606
C: 3.927 -2.002 0.214
C: 2.665 -1.354 -0.202
O: 1.557 -1.900 0.239
N: 2.708 -0.321 -0.964
N: 1.445 0.117 -1.355
C: 1.545 1.084 -2.184
S: 0.172 1.632 -3.125
C: 1.116 2.745 -4.192
C: 2.266 3.288 -3.368
S: 3.072 1.887 -2.555
H: 2.201 -2.537 1.950
H: 5.307 -3.882 2.658
H: 7.284 -3.663 1.181
H: 7.110 -2.357 -0.931
H: 4.943 -1.308 -1.518
H: 0.440 3.535 -4.516
H: 1.481 2.190 -5.057
H: 1.901 3.991 -2.616
H: 3.008 3.784 -3.993
S: -1.141 3.092 3.318
Sb: -0.822 0.848 3.216
S: 0.978 0.313 1.715
S: -2.138 -0.174 1.443
S: -0.828 -0.413 5.039